Here is C8H11NO as an isolated structure in a non-equilibrium geometry from the Open Molecules 2025 dataset. Energies are from ωB97M-V/def2-TZVPD.

```
21
Properties=species:S:1:pos:R:3:forces:R:3
C 0.9162 -1.4850 1.1754 0.10 0.01 -0.19
C 1.6004 -0.3837 1.4518 0.08 0.02 -0.15
C -1.3215 0.7014 1.1417 -0.32 -0.34 0.08
C 0.0071 -1.0683 0.0520 1.80 3.14 1.03
C -1.3813 -0.6518 0.4073 -0.18 -0.03 -0.07
C 1.0001 0.6278 0.4938 -1.67 -3.53 -1.01
C -2.2949 -0.4592 -0.8053 0.01 -0.06 0.13
C 1.8112 1.2979 -0.5678 -0.10 0.00 0.17
N -0.1175 1.3137 1.0152 0.39 0.75 -0.14
O -2.2593 1.1987 1.7178 -0.34 0.05 0.16
H 0.9475 -2.4598 1.6342 0.08 -0.19 0.20
H 2.3668 -0.1954 2.1875 0.15 -0.02 0.24
H 0.2046 -1.4397 -0.9409 -0.02 -0.12 -0.24
H -1.8353 -1.3752 1.0954 -0.02 0.16 0.02
H -3.3134 -0.2857 -0.4717 -0.10 0.08 -0.04
H -2.2784 -1.3413 -1.4413 -0.01 -0.08 -0.05
H -1.9735 0.4000 -1.3931 0.03 0.02 -0.08
H 2.5717 0.6099 -0.9290 0.10 0.04 -0.02
H 2.2991 2.1949 -0.1807 0.13 0.08 -0.01
H 1.1734 1.5874 -1.3994 -0.03 0.09 -0.06
H -0.0401 2.2542 1.3767 -0.08 -0.06 0.04
```
Positions in Å, forces in eV/Å.

Values from the calculation:
E_LUMO (eV): 0.93
HOMO level (hartree): -0.321
Electronic energy (eV): -12010.27919
ΔE to the lowest compared entry with this formula, charge and spin (kJ/mol): 204.7
Gap between HOMO and LUMO (Ha): 0.355

Mulliken atomic charge list, values in e, 5 entries:
1. C -0.575
2. C -0.835
3. C 0.001
4. C -0.543
5. C 0.688

=====

Here is one molecule with the formula C8H11NO in a non-equilibrium geometry from the Open Molecules 2025 dataset. Energies are from ωB97M-V/def2-TZVPD.

```
21
Properties=species:S:1:pos:R:3:forces:R:3
N 2.7044 -0.7447 -0.1220 1.29 -1.20 -0.48
C 1.9209 0.3484 -0.0974 -0.55 1.73 1.69
O 2.2402 1.3371 0.5671 -0.19 -0.49 -1.28
C 0.6307 0.2854 -0.8767 0.03 0.26 -0.07
C -0.3458 -0.9095 -0.7691 0.06 -0.26 -0.21
C -0.7406 -1.2867 0.6765 0.10 -0.15 0.12
C -1.6743 -0.0624 0.7502 -0.26 0.02 0.15
C -0.9149 1.2652 0.9529 0.12 0.09 0.28
C -0.5048 1.2710 -0.5349 0.06 0.17 -0.09
C -1.5270 0.1155 -0.7956 -0.30 0.01 -0.27
H 2.2927 -1.6594 0.0007 0.22 0.14 -0.45
H 3.7096 -0.6177 0.0267 -0.91 -0.20 0.46
H 0.9023 0.4178 -1.9363 -0.07 -0.09 0.22
H -0.2180 -1.7244 -1.4914 -0.03 0.19 0.19
H -1.3216 -2.2189 0.6725 0.14 0.21 0.01
H 0.0548 -1.3700 1.4334 -0.17 0.04 -0.15
H -2.6321 -0.1848 1.2706 0.28 0.01 -0.14
H -1.6162 2.0864 1.1541 0.15 -0.20 -0.06
H -0.1169 1.2883 1.7111 -0.23 0.02 -0.29
H -0.5063 2.2322 -1.0611 0.02 -0.28 0.16
H -2.3370 0.1313 -1.5313 0.23 -0.02 0.22
```
Positions in Å, forces in eV/Å.

Values from the calculation:
SMILES string: NC(=O)[C@H]1[C@H]2C[C@H]3C[C@@H]1[C@H]32
E_LUMO (eV): 0.89
HOMO level (hartree): -0.350
Electronic energy (eV): -12010.20546
ΔE to the lowest compared entry with this formula, charge and spin (kJ/mol): 211.8
Gap between HOMO and LUMO (Ha): 0.383

Mulliken atomic charge list, values in e, 5 entries:
1. N -0.354
2. C 0.060
3. O -0.611
4. C -0.011
5. C -0.471

=====

Here is a 2-piece molecular cluster, C8H11NO overall in a non-equilibrium geometry from the Open Molecules 2025 dataset. Energies are from ωB97M-V/def2-TZVPD.

```
21
Properties=species:S:1:pos:R:3:forces:R:3
C 0.8167 -0.8216 1.8482 -1.92 0.17 1.59
C 1.8796 -0.3618 1.1308 1.46 0.18 -0.74
C 2.0639 0.8829 0.4713 -3.78 0.98 0.46
C 0.9680 1.7980 0.6127 2.10 -1.39 1.62
C -0.1370 1.3641 1.4425 0.51 5.27 -3.02
C -0.2696 0.1421 1.8554 -1.83 -4.61 4.53
H 0.7422 -1.8230 2.4876 0.33 2.29 -1.99
H 2.6936 -0.9718 0.9168 1.34 -1.60 0.20
H 2.8029 1.0448 -0.3262 0.07 -0.10 0.92
H 1.1530 2.7780 0.1953 -0.83 0.18 -0.03
H -1.0723 1.9466 1.5103 0.94 0.28 -0.11
H -1.3293 0.0101 2.3547 2.46 -0.67 -0.88
C -1.2690 -0.8424 -2.9655 -0.81 0.64 -1.70
C -1.2422 -0.7248 -1.4906 1.97 1.40 -0.37
N -0.1397 -0.0577 -0.9390 -1.59 -1.39 -2.09
O -2.1697 -1.1021 -0.8267 -0.61 -0.38 1.15
H -1.9665 -1.6589 -3.2455 0.89 0.14 0.15
H -0.2447 -0.9158 -3.4023 -0.98 -0.01 0.07
H -1.8336 0.0608 -3.3774 1.08 -0.82 0.48
H -0.1828 -0.1264 0.0565 0.34 0.10 -0.40
H 0.7108 0.2580 -1.4125 -1.15 -0.64 0.15
```
Positions in Å, forces in eV/Å.

Values from the calculation:
SMILES string: c1ccccc1.CC(N)=O
E_LUMO (eV): 0.70
HOMO level (hartree): -0.332
Electronic energy (eV): -12010.11416
ΔE to the lowest compared entry with this formula, charge and spin (kJ/mol): 220.6
Gap between HOMO and LUMO (Ha): 0.358

Mulliken atomic charge list, values in e, 5 entries:
1. C -0.465
2. C 0.039
3. C -0.704
4. C -0.053
5. C -0.520

=====

Here is one molecule with the formula C8H11NO2 in a non-equilibrium geometry from the Open Molecules 2025 dataset. Energies are from ωB97M-V/def2-TZVPD.

```
22
Properties=species:S:1:pos:R:3:forces:R:3
C -0.1238 2.2467 -1.3085 0.24 -1.72 1.74
C -0.4662 1.1730 -0.7385 -0.56 0.73 -2.52
C 2.1348 -0.7064 0.1498 -0.18 0.02 -0.89
C -1.1595 -0.3866 1.0154 0.44 1.14 2.78
C 0.0858 -1.2491 1.3791 0.20 1.47 -0.54
C -1.1049 -0.0337 -0.3828 0.88 1.86 -1.15
C 1.3401 0.8711 1.8054 1.57 0.94 0.91
C -1.3808 -0.8946 -2.5835 1.11 2.55 -2.64
N 1.2456 -0.4248 1.1164 1.57 1.55 -0.18
O 2.9671 -0.0665 -0.4424 -0.65 -0.40 1.10
O -1.5498 -1.0277 -1.2072 0.18 0.13 0.45
H 0.6389 3.0059 -1.5027 -0.72 -0.55 -0.09
H -2.0556 -0.9931 1.1189 -0.27 0.19 0.78
H -1.0833 0.6297 1.6968 -0.87 -2.77 -1.68
H 0.1856 -1.5515 2.4088 -0.67 -0.46 0.37
H 0.1410 -2.0322 0.6578 0.00 -1.05 -0.06
H 0.6983 1.6562 1.4608 -1.36 -0.12 -0.28
H 1.1793 0.7407 2.9286 0.55 0.19 -1.46
H 2.2829 1.4585 1.5181 -0.57 -1.73 0.87
H -1.6777 0.1694 -2.9561 0.45 -1.62 0.84
H -1.9939 -1.5656 -3.1840 -0.14 -0.35 0.75
H -0.3041 -1.0194 -2.9501 -1.21 0.03 0.90
```
Positions in Å, forces in eV/Å.

Values from the calculation:
E_LUMO (spin up / spin down) (eV): -0.25 / 0.23
HOMO level (spin up / spin down) (hartree): -0.289 / -0.270
Electronic energy (eV): -14053.18881
ΔE to the lowest compared entry with this formula, charge and spin (kJ/mol): 665.3
Gap between HOMO and LUMO (spin up / spin down) (Ha): 0.280 / 0.278

Mulliken atomic charge list, values in e, 5 entries:
1. C -0.446
2. C -0.231
3. C 0.203
4. C -0.638
5. C -0.845

=====

Here is C8H11NO2Rh as an isolated structure in a non-equilibrium geometry from the Open Molecules 2025 dataset. Energies are from ωB97M-V/def2-TZVPD.

```
23
Properties=species:S:1:pos:R:3:forces:R:3
C -0.3792 0.3380 -1.9012 0.32 0.88 -1.41
C 1.0508 0.5688 -1.7294 -0.12 2.37 -2.21
C 1.2113 1.4873 -0.6314 0.61 0.75 -0.84
C -0.0898 1.8255 -0.1327 -0.95 1.70 -0.73
C -1.0706 1.1049 -0.9074 -0.27 1.97 -0.37
Rh 0.2389 -0.2515 -0.0808 -0.95 -1.44 5.79
N -3.1310 0.7249 1.3777 -1.00 -0.45 -0.54
C 0.5690 -1.9461 -0.7811 2.50 -4.43 0.02
C 1.8760 -1.5866 -0.2190 -0.32 -1.97 -0.30
H 2.1818 1.8284 -0.2559 -0.58 -0.11 -0.11
H 1.8677 0.1456 -2.3013 -0.28 0.01 0.02
H -0.2975 2.4871 0.6927 -0.04 0.00 0.00
H -2.1408 1.1151 -0.7478 0.13 0.16 -0.10
H -0.8461 -0.2968 -2.6574 0.22 0.22 0.36
H 2.7008 -1.3563 -0.9038 -0.20 0.09 0.51
H 0.1037 -2.7105 -0.1391 -0.36 0.05 -0.59
H -3.6010 -0.1161 0.9285 0.61 0.51 0.45
H 2.1103 -2.0257 0.7651 0.12 0.28 -0.60
H 0.4160 -2.0313 -1.8600 0.13 -0.35 0.27
O -0.6761 0.2245 4.1241 -0.01 0.02 0.05
C -0.6906 0.1914 2.8998 0.50 -0.90 -1.13
O -0.1194 -0.6903 2.1211 -0.55 0.87 1.09
H -1.2842 0.9695 2.3392 0.49 -0.26 0.39
```
Positions in Å, forces in eV/Å.

Values from the calculation:
Net charge: -1
Multiplicity: 5
E_LUMO (spin up / spin down) (eV): 3.70 / 2.52
HOMO level (spin up / spin down) (hartree): -0.041 / -0.172
⟨S²⟩: 6.0191
Electronic energy (eV): -17060.87096
ΔE to the lowest compared entry with this formula, charge and spin (kJ/mol): 81.2
Gap between HOMO and LUMO (spin up / spin down) (Ha): 0.177 / 0.264

Mulliken atomic charge list, values in e, 5 entries:
1. C -0.559
2. C -0.711
3. C -0.224
4. C -0.967
5. C -0.554